Density functional theory data (ωB97M-V/def2-TZVPD) for a cluster of 7 separate species, H14O7 in total.

The geometry in XYZ format:
```
21
Properties=species:S:1:pos:R:3:forces:R:3
O 3.178 -0.066 0.984 -2.37 0.10 -0.40
H 4.028 0.239 1.237 0.99 0.78 0.45
H 2.477 0.608 1.185 1.31 -0.69 -0.15
O 1.800 -1.977 2.450 -0.42 -1.21 0.20
H 1.677 -1.647 3.335 0.10 0.27 0.41
H 2.378 -1.381 1.989 0.61 0.66 -0.35
O -1.163 1.449 0.398 -0.22 0.95 0.08
H -0.909 2.313 0.088 -0.30 1.16 0.50
H -0.630 0.966 -0.218 0.36 -1.47 0.28
O -0.520 1.082 -2.424 -0.01 1.05 -1.07
H -0.998 1.869 -2.142 -0.38 -0.14 0.34
H -0.080 1.399 -3.225 0.15 -0.44 0.04
O -0.010 -0.729 -0.633 -1.05 -0.16 -0.29
H -0.213 -0.129 -1.382 0.64 -0.86 0.16
H 0.926 -0.821 -0.550 0.96 -0.08 -0.08
O -3.504 0.425 -1.889 -1.16 0.43 0.82
H -2.760 -0.007 -2.257 1.18 -0.67 -0.59
H -3.717 1.143 -2.479 -0.11 0.22 -0.30
O -0.888 -1.455 2.138 -1.03 0.15 -0.47
H -1.035 -1.430 1.175 0.12 0.17 0.57
H -0.029 -1.857 2.230 0.61 -0.23 -0.14
```
Positions in Å, forces in eV/Å.

Results
E = -14559.247 eV
Energy relative to the best compared isomer or geometry (same formula, charge and spin) = 51.1 kcal per mole
2S+1 = 1
Highest occupied orbital energy = -9.669 eV
Kohn-Sham gap = 0.346 Eh

Charges computed using natural (NBO), reported in e:
1 O -0.964
2 H 0.487
3 H 0.497
4 O -0.966
5 H 0.473
6 H 0.492
7 O -0.910
8 H 0.432
9 H 0.461
10 O -0.954
11 H 0.494
12 H 0.494
13 O -0.976
14 H 0.484
15 H 0.478
16 O -0.926
17 H 0.469
18 H 0.458
19 O -0.978
20 H 0.482
21 H 0.477